(one)
Density functional theory data (the ωB97M-V functional and the def2-TZVPD basis) for a 3-piece molecular cluster, C4H16NO3 overall.

Properties
Net charge: +1
Orbital gap (eV): 11.10

Element x y z (Å)
C: 0.0910 -2.3303 -0.1129
C: -0.3199 -0.9154 -0.5893
C: 0.7060 -0.2711 -1.5385
C: 1.9627 0.3956 -0.8344
O: -0.0273 0.6002 -2.2770
N: -0.4768 0.0630 0.7098
H: -0.2950 -3.0686 -0.8777
H: 1.1358 -2.5236 0.0641
H: -0.5919 -2.7390 0.7314
H: -1.3175 -1.0092 -0.9752
H: 1.2235 -0.9720 -2.2332
H: 1.8439 0.9246 0.0923
H: 2.5970 -0.4925 -0.5225
H: 2.5443 0.9543 -1.6422
H: 0.3680 0.8412 -3.1945
H: -1.2423 -0.3142 1.3908
H: 0.5027 -0.0213 1.0352
H: -0.7913 0.9661 0.4299
H: -0.7162 0.8254 3.9342
H: -0.6252 -0.8052 3.9975
O: -0.6935 -0.0153 3.3098
H: -1.4099 3.7781 -0.1240
H: -2.5403 3.1637 -0.7639
O: -1.9280 2.9656 -0.0098

List of Löwdin charges in e, atom by atom:
1 C -0.0445
2 C -0.2147
3 C -0.4448
4 C -0.0216
5 O -0.0451
6 N 0.1990
7 H 0.1087
8 H 0.0727
9 H 0.1138
10 H 0.1391
11 H 0.1586
12 H 0.0509
13 H 0.0979
14 H 0.1167
15 H 0.1727
16 H 0.1740
17 H 0.1264
18 H 0.0947
19 H 0.1239
20 H 0.1241
21 O -0.1539
22 H 0.0506
23 H 0.0748
24 O -0.0738

---

(two)
Density functional theory data (the ωB97M-V functional and the def2-TZVPD basis) for a 3-piece molecular cluster, C4H16NO3 overall.

Properties
Net charge: +1
Orbital gap (eV): 10.80

Element x y z (Å)
C: 1.1467 1.4833 -1.8601
C: 0.4431 0.4676 -0.9316
C: -0.8805 0.0417 -1.6212
C: -0.9576 -1.5078 -1.7526
O: -1.5641 -1.9611 -0.5310
N: -0.0209 1.0594 0.3995
H: 1.6676 2.2449 -1.2681
H: 0.3783 2.0270 -2.4050
H: 1.6930 0.8633 -2.6099
H: 1.1572 -0.3411 -0.7963
H: -1.7699 0.4196 -1.1577
H: -0.9943 0.3332 -2.6963
H: -1.7260 -1.6205 -2.5115
H: -0.0236 -1.9871 -1.8558
H: -1.7296 -2.9140 -0.5403
H: -0.7789 1.7954 0.3641
H: -0.2958 0.1924 0.9533
H: 0.7729 1.3983 0.9470
H: -0.1184 -1.9475 2.3832
H: 1.1858 -0.9054 2.2521
O: 0.2484 -1.0808 2.2411
H: 1.7190 2.1061 2.5621
H: 0.6013 1.4697 3.6110
O: 1.2376 1.3569 2.9018

List of Löwdin charges in e, atom by atom:
1 C -0.0360
2 C -0.3125
3 C -0.1323
4 C -0.2131
5 O -0.0875
6 N 0.1816
7 H 0.0839
8 H 0.0760
9 H 0.1143
10 H 0.1470
11 H 0.1148
12 H 0.1328
13 H 0.1199
14 H 0.1088
15 H 0.0968
16 H 0.2007
17 H 0.1269
18 H 0.1033
19 H 0.0670
20 H 0.0470
21 O -0.0388
22 H 0.0569
23 H 0.0785
24 O -0.0361

---

Stability check: which of them is most stable? (two).